A cluster of 9 separate species, C27H71O34P7 in total in a non-equilibrium geometry. Source: the OMol25 dataset; level of theory: wB97M-V/def2-TZVPD.

SMILES	COP(=O)(OC)OC.COP(=O)(OC)OC.COP(=O)(OC)OC.COP(=O)(OC)OC.COP(=O)(OC)OC.COP(=O)(OC)OC.COP(=O)(OC)OC.O=C1OCCO1.O=C1OCCO1
multiplicity	1
net charge	0
E_tot	-163802.17281	eV
gap between HOMO and LUMO	0.38424	Ha
largest force on an atom	5.01	eV Å⁻¹

Each line ends with the Mulliken charge.
CARTESIAN COORDINATES (ANGSTROEM)
C -4.84511 -4.69825 2.11617  -0.875
O -3.89483 -3.63582 2.06089  -0.247
P -4.08191 -2.18363 1.48266  -1.002
O -3.70745 -2.04925 0.03903  0.632
O -5.60536 -1.71692 1.73703  -0.376
C -5.91456 -0.38412 1.17467  -0.377
O -3.11788 -1.33174 2.34547  1.032
C -2.90354 -1.34168 3.76537  -0.727
H -4.24665 -5.65833 2.16402  0.240
H -5.38136 -4.67074 1.20130  0.399
H -5.42155 -4.62007 3.05920  0.268
H -6.35292 -0.57133 0.17483  0.203
H -4.98811 0.23021 1.03953  0.055
H -6.65918 -0.01034 1.85190  0.304
H -3.84263 -1.44534 4.32945  0.370
H -2.43482 -0.38062 4.07120  0.072
H -2.17791 -2.16484 3.97412  0.224
C 2.49119 3.04246 -4.71547  -0.719
O 3.02723 3.24299 -3.42264  -0.148
P 4.25350 2.37018 -2.92612  0.885
O 4.37647 0.96919 -3.43938  -0.578
O 5.63526 3.08064 -3.45872  -0.434
C 5.76650 4.46567 -3.06556  -0.678
O 4.23052 2.53545 -1.41530  -0.373
C 3.16843 1.89297 -0.55622  0.058
H 1.44288 3.34396 -4.66283  0.262
H 2.38512 1.96933 -4.97964  0.242
H 2.89825 3.71599 -5.43852  0.300
H 5.88382 4.93923 -4.03211  0.273
H 6.69050 4.64253 -2.50448  0.249
H 4.82421 4.82292 -2.59341  0.303
H 3.36075 0.77924 -0.56142  -0.052
H 2.16531 2.03371 -1.04519  0.031
H 3.27246 2.39540 0.39652  0.274
C -0.28986 -0.05168 -4.65426  -0.434
O -0.57411 -1.47836 -4.50587  -0.016
P -2.02546 -2.05559 -4.41425  0.928
O -2.05127 -3.49765 -4.18756  -0.929
O -2.78002 -1.15156 -3.27376  -0.066
C -4.07125 -1.45127 -2.75707  -0.509
O -2.76860 -1.53182 -5.63487  -0.333
C -2.66871 -2.05022 -6.97635  -0.673
H 0.03461 0.30069 -3.71796  0.035
H -1.27410 0.35197 -4.91607  0.484
H 0.52531 0.05849 -5.44955  0.129
H -3.97910 -2.23230 -1.99322  0.117
H -4.78448 -1.84380 -3.50803  0.426
H -4.57283 -0.49120 -2.38899  0.171
H -3.47802 -1.63673 -7.63101  0.232
H -2.58199 -3.16615 -6.90004  0.283
H -1.73571 -1.62710 -7.31989  0.265
C 1.49273 -0.22498 5.46125  -0.445
O 2.28989 0.92394 5.83728  -0.359
P 2.88483 1.65366 4.55761  0.479
O 3.46051 0.83968 3.47067  -0.638
O 1.83542 2.63383 4.04240  0.470
C 1.30174 3.71234 4.82814  -0.490
O 4.04263 2.61257 5.21634  -0.437
C 5.19590 1.91266 5.79737  -0.691
H 2.10223 -0.90324 4.88627  0.299
H 0.62240 0.12255 4.82191  0.060
H 1.18476 -0.64312 6.37798  0.380
H 0.24378 3.78052 4.47764  0.029
H 1.83204 4.64293 4.57443  0.215
H 1.33220 3.52213 5.91841  0.396
H 5.62374 2.41568 6.70086  0.224
H 5.78768 1.76933 4.95288  0.281
H 4.77806 0.92164 6.09212  0.281
C -1.65799 8.99917 3.60320  -0.573
O -2.60509 7.91228 3.24056  -0.421
P -2.30126 6.36816 3.09330  0.880
O -0.93500 5.90815 3.42271  -0.530
O -3.50113 5.68585 3.82784  -0.323
C -3.40304 4.25791 4.07040  -0.230
O -2.52681 6.14080 1.56066  -0.146
C -3.77640 6.43354 0.92766  -0.779
H -0.67103 8.54636 3.91858  0.262
H -2.09623 9.61156 4.41612  0.225
H -1.52212 9.61953 2.74609  0.270
H -2.51849 4.03428 4.68683  0.213
H -3.18384 3.73309 3.12978  0.034
H -4.40717 3.91084 4.46972  0.301
H -4.01969 5.56210 0.34075  0.254
H -3.62629 7.28053 0.31358  0.273
H -4.59600 6.62562 1.60408  0.353
C 0.94197 -7.62885 -1.49980  -0.539
O 2.06424 -6.74448 -1.07048  -0.316
P 2.43422 -5.42367 -1.87373  0.281
O 3.27899 -5.59933 -3.02870  -0.770
O 3.11239 -4.58904 -0.76983  -0.251
C 2.79388 -4.04136 0.45350  -0.217
O 1.06350 -4.69102 -2.21343  0.402
C 0.72890 -4.73464 -3.61375  -0.284
H 0.97658 -7.90160 -2.55985  0.301
H -0.02265 -7.15666 -1.22957  0.122
H 1.02646 -8.54616 -0.92729  0.279
H 3.71354 -3.89911 0.96159  0.312
H 2.06790 -4.66266 0.96501  0.321
H 2.37408 -3.01847 0.32464  -0.128
H 1.49293 -4.18219 -4.18614  0.026
H -0.27832 -4.29971 -3.71287  -0.004
H 0.69046 -5.72640 -4.03843  0.385
C 1.10678 -0.23060 1.34972  0.116
O -0.13044 0.25568 2.02295  0.025
P -0.94754 1.48204 1.56568  0.673
O -2.19547 1.79938 2.26099  -0.792
O -1.09480 1.31084 -0.00958  -0.131
C -2.29492 0.67287 -0.54825  0.218
O 0.17006 2.64906 1.69787  -0.189
C 0.04912 3.79428 0.81443  -0.597
H 1.44016 -1.09644 1.87963  0.275
H 1.84862 0.55701 1.58010  -0.226
H 0.84690 -0.39084 0.27131  0.175
H -3.22480 1.08664 -0.06710  0.015
H -2.28565 -0.40829 -0.33647  -0.139
H -2.32781 0.88951 -1.63944  0.265
H -0.96413 3.82655 0.42635  0.292
H 0.71954 3.63970 -0.04308  0.010
H 0.23564 4.65587 1.49657  0.089
O 2.11136 -1.23486 -1.39499  -0.236
C 3.08546 -1.65281 -1.96132  0.041
O 4.35108 -1.63154 -1.58587  -0.290
C 5.22218 -2.22029 -2.53025  -0.381
C 4.31823 -2.29204 -3.75838  -0.659
O 2.96455 -2.08643 -3.23645  -0.052
H 6.10599 -1.66638 -2.57438  0.419
H 5.44745 -3.25373 -2.11566  0.245
H 4.41745 -3.23504 -4.28275  0.384
H 4.52058 -1.45753 -4.37670  0.419
O -0.76878 -5.86477 1.78741  -0.587
C -0.96137 -5.09143 0.93894  0.683
O -1.65681 -5.41045 -0.16710  -0.495
C -1.73345 -4.24608 -1.03611  0.830
C -0.89101 -3.15897 -0.38174  1.120
O -0.45375 -3.78241 0.85582  -0.526
H -1.28417 -4.51126 -1.96364  -0.513
H -2.75125 -4.00969 -1.30904  0.087
H -1.44652 -2.26422 -0.11485  -0.413
H 0.10847 -2.95474 -0.81846  -0.399